This record from the Open Molecules 2025 dataset describes 4 unconnected molecules or ions with the total composition C43H72FIN3O3P2S at a distorted geometry. The level of theory is wB97M-V/def2-TZVPD.

Geometry as XYZ:
```
126
Properties=species:S:1:pos:R:3:forces:R:3:lowdin_charge:R:1
C 2.5340 -0.8634 2.2353 0.04 -0.15 0.08 -0.096
C 3.8013 -1.1944 1.4260 -0.10 0.06 0.03 -0.247
C 3.6100 -1.2541 -0.0957 0.03 0.05 0.02 -0.212
C 2.8174 -0.0979 -0.7020 0.12 0.01 -0.16 -0.235
C 3.4951 1.2629 -0.5282 -0.07 0.06 0.05 -0.197
C 2.5185 2.4329 -0.5974 -0.23 -0.20 0.01 -0.207
C 1.6933 2.4665 -1.8821 0.12 0.05 -0.07 -0.214
C 0.8299 3.7265 -2.0016 0.05 -0.18 0.03 -0.189
C -0.4574 3.6482 -1.1687 0.03 0.11 0.05 -0.200
C -1.7008 3.1934 -1.9354 0.12 -0.20 -0.01 -0.192
C -1.6933 1.6858 -2.2450 0.00 0.01 0.08 -0.200
C -3.0860 1.0629 -2.4255 0.10 0.35 -0.02 -0.127
N -3.2986 -0.2218 -1.6487 -0.18 -0.17 -0.56 -0.153
N -3.1831 -0.0310 -0.2208 -0.26 -0.09 0.07 0.027
C -3.1089 1.2836 0.4180 0.17 0.05 0.03 -0.182
C -3.3595 1.1485 1.9182 0.07 0.29 0.10 -0.218
C -2.4564 0.1426 2.6199 -0.09 -0.19 -0.14 -0.093
C -2.2949 -1.3448 -2.0575 0.25 -0.80 0.83 -0.376
P -1.4417 -1.1828 -3.7013 -0.27 1.30 -0.73 0.986
C 0.2415 -1.7825 -3.3226 -0.04 -0.41 0.00 -0.248
C -2.0849 -2.2359 -5.0489 0.18 -0.54 0.07 -0.265
C -2.9305 -2.6620 -1.5004 -0.20 0.23 -0.41 -0.680
I -1.8485 -3.2303 0.3157 -0.03 0.03 0.09 1.133
C -2.8003 -3.8599 -2.4320 0.19 -0.29 0.23 -0.268
C -3.4259 -5.1648 -1.9010 -0.17 -0.04 -0.20 -0.218
C -2.4481 -6.3254 -1.7452 0.03 0.01 -0.07 -0.293
N -1.7905 -6.6109 -3.0260 0.16 -0.02 0.09 0.005
C -4.3889 -2.2813 -1.1625 0.12 -0.14 0.36 -0.229
C -4.7054 -0.9244 -1.8014 0.06 0.07 0.36 -0.408
P -6.3454 -0.3206 -0.8911 0.11 -0.24 -0.11 0.980
C -6.3864 1.4733 -1.1900 -0.21 0.03 -0.08 -0.236
O -5.9345 -0.3196 0.6952 -0.03 -0.15 0.02 -0.299
S -5.3897 -1.2047 -3.5103 0.39 0.21 0.45 0.636
O -6.6255 -0.5249 -3.5907 -0.31 0.22 -0.12 -0.262
O -5.2419 -2.5616 -3.8759 -0.09 -0.30 -0.12 -0.219
F -4.4209 -0.4057 -4.4490 0.05 -0.06 -0.15 -0.154
H 2.5918 0.1207 2.7018 -0.07 0.06 -0.10 0.067
H 1.6304 -0.8947 1.6237 0.00 0.00 0.00 0.049
H 2.3866 -1.5812 3.0427 0.02 0.02 0.03 0.067
H 4.1847 -2.1597 1.7586 0.10 0.01 -0.06 0.101
H 4.5815 -0.4668 1.6565 0.00 -0.01 0.04 0.090
H 4.5989 -1.2585 -0.5645 0.00 -0.11 0.00 0.115
H 3.1399 -2.2049 -0.3658 -0.08 0.03 0.00 0.105
H 2.6959 -0.2996 -1.7703 -0.09 0.01 -0.03 0.099
H 1.8031 -0.0577 -0.2868 0.02 -0.02 0.08 0.089
H 4.2660 1.3912 -1.2938 0.05 -0.05 0.04 0.124
H 4.0032 1.2955 0.4378 0.05 0.04 -0.03 0.086
H 3.0512 3.3800 -0.4845 0.04 -0.01 0.02 0.104
H 1.8317 2.3410 0.2543 0.05 0.14 0.04 0.112
H 2.3633 2.3907 -2.7444 0.03 0.03 0.02 0.122
H 1.0523 1.5792 -1.9106 0.03 -0.01 -0.12 0.084
H 1.4235 4.5812 -1.6703 0.01 0.01 -0.03 0.110
H 0.5942 3.9127 -3.0530 -0.11 0.02 0.02 0.111
H -0.6682 4.6164 -0.7111 -0.01 0.03 -0.08 0.115
H -0.2847 2.9563 -0.3354 -0.04 0.07 0.07 0.096
H -1.7450 3.7371 -2.8820 -0.17 0.09 0.05 0.120
H -2.5875 3.4621 -1.3583 -0.07 -0.01 -0.01 0.101
H -1.1259 1.5118 -3.1574 0.02 -0.07 0.05 0.086
H -1.1529 1.1543 -1.4597 0.01 0.01 0.07 0.095
H -3.8645 1.7553 -2.1204 -0.08 -0.08 0.16 0.104
H -3.2435 0.8232 -3.4648 0.04 0.00 0.06 0.084
H -2.5324 -0.7022 0.1638 0.11 0.07 -0.08 0.018
H -3.8385 1.9630 -0.0093 -0.16 -0.07 -0.05 0.096
H -2.1350 1.7556 0.2916 0.14 -0.01 -0.10 0.099
H -4.4083 0.9506 2.1278 0.00 -0.15 -0.12 0.093
H -3.1445 2.1428 2.3207 -0.07 -0.01 0.05 0.120
H -2.6928 0.0911 3.6811 0.11 0.13 0.05 0.083
H -1.4018 0.4008 2.4978 0.01 0.00 0.08 0.081
H -2.5977 -0.8717 2.2400 -0.02 0.01 -0.01 0.014
H -1.4202 -1.1325 -1.4447 -0.03 0.23 -0.03 0.049
H 0.9301 -1.1615 -3.8922 0.06 -0.01 0.00 0.043
H 0.4758 -1.6654 -2.2652 0.07 0.02 0.02 0.029
H 0.3989 -2.8225 -3.6123 -0.01 -0.03 0.11 0.044
H -3.1259 -2.5132 -4.9252 -0.02 0.13 -0.10 0.007
H -1.5081 -3.1566 -5.1571 -0.04 -0.01 0.04 0.052
H -1.9895 -1.6599 -5.9668 0.00 0.04 -0.02 0.046
H -1.7382 -4.0207 -2.6376 -0.01 0.09 -0.05 0.094
H -3.2718 -3.6169 -3.3742 -0.02 0.05 0.01 0.069
H -4.1740 -5.4905 -2.6262 -0.06 0.02 0.04 0.121
H -3.9571 -4.9997 -0.9592 0.08 0.00 0.04 0.090
H -1.7374 -6.1381 -0.9312 -0.04 0.02 0.00 0.077
H -3.0271 -7.2067 -1.4689 0.03 -0.02 0.06 0.117
H -0.9639 -6.0348 -3.1418 -0.05 0.00 -0.01 0.056
H -1.4473 -7.5644 -3.0338 -0.08 0.01 -0.04 0.071
H -5.1117 -3.0543 -1.4129 0.08 0.02 -0.29 0.127
H -4.4667 -2.1420 -0.0860 -0.11 0.12 -0.01 0.072
H -6.0280 1.7296 -2.1845 0.00 0.03 0.01 0.040
H -7.4419 1.7481 -1.1552 0.02 0.05 0.02 0.054
H -5.8721 2.0363 -0.4147 0.12 -0.03 -0.02 0.041
H -6.3274 -1.0906 1.1297 0.04 0.21 -0.01 0.072
C 7.9236 3.0136 2.1213 0.00 0.00 0.00 -0.090
C 6.6925 2.5174 2.5283 0.00 0.00 -0.01 -0.095
C 5.5243 3.1524 2.1290 -0.05 -0.03 0.00 -0.113
C 5.5842 4.2781 1.3196 -0.01 0.00 -0.02 -0.109
C 6.8153 4.7725 0.9114 0.00 -0.01 -0.01 -0.101
C 7.9846 4.1412 1.3138 0.00 0.00 0.00 -0.090
H 8.8357 2.5222 2.4342 0.00 0.00 0.00 0.103
H 6.6448 1.6374 3.1574 0.00 0.01 0.01 0.100
H 4.5629 2.7706 2.4521 0.00 0.01 0.01 0.097
H 4.6721 4.7753 1.0137 0.00 0.02 0.03 0.099
H 6.8635 5.6524 0.2824 0.00 0.00 0.00 0.104
H 8.9447 4.5293 0.9992 0.00 0.00 0.00 0.103
C 4.9168 8.5341 3.1090 -0.01 -0.01 0.00 -0.094
C 3.7238 8.9315 3.6982 -0.01 0.00 -0.01 -0.098
C 3.0789 8.0903 4.5943 0.00 0.00 0.00 -0.100
C 3.6281 6.8530 4.9040 0.00 0.00 0.00 -0.099
C 4.8213 6.4562 4.3163 -0.01 -0.01 0.00 -0.098
C 5.4645 7.2970 3.4181 0.02 -0.01 -0.02 -0.099
H 5.4203 9.1902 2.4104 0.00 0.00 0.01 0.101
H 3.2987 9.8984 3.4615 0.00 0.00 0.00 0.100
H 2.1495 8.4008 5.0545 0.01 0.00 0.01 0.099
H 3.1276 6.1999 5.6078 0.00 0.00 0.00 0.098
H 5.2536 5.4929 4.5562 0.00 0.00 -0.01 0.099
H 6.3932 6.9830 2.9591 0.00 0.00 0.01 0.094
C -1.8452 -8.2846 3.2319 0.00 0.00 0.00 -0.091
C -0.6573 -8.7628 3.7674 0.00 0.00 0.00 -0.088
C 0.5225 -8.0525 3.5915 0.00 0.00 0.00 -0.089
C 0.5157 -6.8595 2.8822 0.00 0.00 0.00 -0.093
C -0.6733 -6.3822 2.3491 -0.05 0.00 -0.02 -0.122
C -1.8530 -7.0925 2.5208 0.00 -0.01 0.00 -0.101
H -2.7635 -8.8405 3.3694 0.00 0.00 0.00 0.103
H -0.6509 -9.6911 4.3235 0.00 0.00 0.00 0.104
H 1.4476 -8.4295 4.0073 0.00 0.00 0.01 0.104
H 1.4351 -6.3045 2.7461 0.00 0.00 0.00 0.101
H -0.6886 -5.4539 1.7918 0.09 -0.03 0.02 0.004
H -2.7785 -6.7174 2.1004 0.00 0.01 0.00 0.095
```
Positions in Å, forces in eV/Å.

Values from the calculation:
Net charge: +1
LUMO energy (eV): -2.75